ORCA calculation (wB97M-V/def2-TZVPD) on C31H45BClF2IrN6O2S2 as an isolated structure in a non-equilibrium geometry.

Geometry as XYZ:
```
91
C31H45BClF2IrN6O2S2 | the OMol25 dataset | wB97M-V/def2-TZVPD
Ir 0.78971 0.43738 0.27561
N 0.43368 -0.19113 2.30058
C 1.42363 0.11576 3.36231
C 1.13759 1.46084 4.01485
C 1.03651 2.66231 3.07383
C 2.26390 2.82513 2.18106
N 1.96436 2.45454 0.78238
H -0.47507 0.13636 2.62062
H 0.36328 -1.20179 2.19522
H 2.41396 0.06637 2.91124
H 1.37718 -0.64959 4.14094
H 1.92622 1.64039 4.75032
H 0.20781 1.37756 4.58699
H 0.87433 3.55751 3.67434
H 0.15296 2.56140 2.43310
H 3.05791 2.16096 2.52177
H 2.66364 3.83966 2.23056
H 2.83085 2.36903 0.25652
H 1.46912 3.23329 0.34959
S -5.66092 1.48669 -1.66039
C -4.04402 1.21190 -0.95757
C -3.18114 2.27666 -0.73099
C -1.92662 2.01746 -0.20457
N -1.49303 0.78606 0.08291
C -2.33317 -0.23689 -0.12228
C -3.60522 -0.06886 -0.63923
C -6.61174 1.39773 -0.14760
C -6.83138 2.53761 0.61006
C -7.57392 2.41658 1.77653
N -8.08998 1.26799 2.20492
C -7.88470 0.18660 1.45909
C -7.15780 0.19610 0.27628
H -3.47804 3.29110 -0.95811
H -1.23118 2.82289 -0.01416
H -1.95240 -1.22330 0.10339
H -4.24412 -0.92735 -0.79742
H -6.43975 3.49690 0.30003
H -7.76372 3.28739 2.39350
H -8.32500 -0.73595 1.81995
H -7.03252 -0.70888 -0.30261
Cl 7.60942 3.58666 1.35093
C 6.42498 2.37165 1.00805
C 6.01282 1.51035 2.01681
C 5.06062 0.54856 1.74293
C 4.49723 0.41556 0.45836
C 3.49456 -0.55766 0.18518
C 4.95732 1.29298 -0.54632
C 5.90297 2.26284 -0.27613
H 6.44306 1.60014 3.00509
H 4.74953 -0.13178 2.52767
H 3.16552 -1.23784 0.95737
H 3.13885 -0.70523 -0.82311
H 4.54941 1.20262 -1.54642
H 6.24660 2.93382 -1.05167
F 1.05810 6.10140 -0.37365
C 0.38180 5.08858 -0.88008
F -0.86774 5.07072 -0.42168
H 0.47493 4.95288 -1.95458
S 1.31513 1.14373 -1.95186
C 0.41344 0.17500 -3.03893
N 0.93259 -0.48160 -4.06998
C -0.07290 -1.20925 -4.84074
C -1.37230 -0.89108 -4.06683
N -0.89896 0.00731 -3.02173
H 1.91604 -0.45526 -4.27367
H 0.14538 -2.27677 -4.83324
H -0.10584 -0.86574 -5.87353
H -1.81455 -1.78725 -3.63138
H -2.11268 -0.39394 -4.69168
H -1.47558 0.42453 -2.31561
C -0.72944 -4.34059 -1.89636
C 0.40405 -3.54445 -1.27681
C 1.67557 -3.71207 -2.09848
O 0.05625 -2.13990 -1.30834
B 0.59945 -1.51484 -0.18290
O 1.05037 -2.50160 0.70738
C 0.63124 -3.80246 0.23950
C 1.72225 -4.80747 0.55708
C -0.64865 -4.16124 0.98422
H -0.81748 -4.08673 -2.95473
H -1.68219 -4.13017 -1.41301
H -0.53424 -5.41224 -1.82775
H 1.48556 -3.36831 -3.11660
H 1.99387 -4.75339 -2.14510
H 2.49048 -3.11727 -1.68186
H 2.68812 -4.47732 0.18012
H 1.49019 -5.78272 0.12427
H 1.80274 -4.93038 1.63727
H -1.44330 -3.44102 0.77617
H -0.44757 -4.15080 2.05589
H -1.00825 -5.15536 0.71694
```

The spin multiplicity is 2. As for the total charge: +1. The electronic energy is -89052.5655 eV. The molar mass comes out at 874.35 g/mol. Its highest occupied orbital energy (spin up / spin down) is -8.787 / -8.788 eV. The gap between HOMO and LUMO (spin up / spin down) is 5.919 / 5.919 eV. The value obtained for the relative energy (zero: lowest compared OMol25 entry of this formula, charge and spin) is 0.0 kcal per mole.


ORCA calculation (wB97M-V/def2-TZVPD) on C5H4O2Pt as an isolated structure in a non-equilibrium geometry.

Geometry as XYZ:
```
12
C5H4O2Pt | the OMol25 dataset | wB97M-V/def2-TZVPD
O 0.99937 0.02107 -3.01579
C 1.49481 0.65333 -2.22169
C 2.04687 1.49645 -1.28301
C 1.83727 1.23375 0.03338
C 1.20891 1.36862 1.16494
H 2.73605 2.25994 -1.65882
H 0.35701 2.04813 1.25562
H 1.71624 1.12318 2.10241
C 4.22857 -0.05087 0.75358
O 4.63026 0.25625 -0.39228
Pt 5.72626 -1.12355 0.07359
H 4.02213 0.76606 1.48454
```

The spin multiplicity is 3. As for the total charge: +2. The electronic energy is -12563.4975 eV. The molar mass comes out at 291.16 g/mol. Its highest occupied orbital energy (spin up / spin down) is -17.716 / -19.487 eV. The gap between HOMO and LUMO (spin up / spin down) is 7.651 / 7.349 eV. The value obtained for the relative energy (zero: lowest compared OMol25 entry of this formula, charge and spin) is 0.0 kcal per mole.


ORCA calculation (wB97M-V/def2-TZVPD) on an isolated ion of composition C5H6NO and charge +1 in a non-equilibrium geometry.

Geometry as XYZ:
```
13
C5H6NO | the OMol25 dataset | wB97M-V/def2-TZVPD
C 1.76242 0.19292 -0.47015
N 0.51734 0.17999 0.06591
C -0.40031 1.06255 0.22402
C -1.43820 0.08529 0.39068
C -2.59138 -0.04966 -0.15630
O -3.67599 -0.05158 -0.55242
C -0.32393 -0.99518 0.35728
H 2.40430 -0.38818 0.26476
H 2.11200 1.27124 -0.35682
H 1.95436 -0.18680 -1.40531
H -0.21229 2.04179 0.50640
H 0.09470 -1.29056 1.38891
H -0.20302 -1.87182 -0.25696
```

As for the total charge: +1. The electronic energy is -8809.3722 eV. The molar mass comes out at 96.11 g/mol. Its highest occupied orbital energy is -14.476 eV. The SMILES is C[N+]1=CC(=C=O)C1. The gap between HOMO and LUMO is 9.396 eV. The value obtained for the relative energy (zero: lowest compared OMol25 entry of this formula, charge and spin) is 82.5 kcal per mole.


ORCA calculation (wB97M-V/def2-TZVPD) on a 2-piece molecular cluster, C9H10OSe overall in a non-equilibrium geometry.

Geometry as XYZ:
```
21
C9H10OSe | the OMol25 dataset | wB97M-V/def2-TZVPD
C -3.14229 0.33103 -0.31539
C -2.53129 -0.62181 0.47951
C -2.45859 0.87369 -1.40659
C -1.22143 -0.91780 0.28050
C -1.17393 0.59648 -1.61051
C -0.48683 -0.30178 -0.72811
C 2.06246 -1.99977 1.74484
C 3.09940 1.32551 0.19101
C 1.71259 0.76698 0.01161
O 1.59101 -2.53109 0.76659
Se 1.32927 -0.66174 -1.05101
H -4.21745 0.71838 -0.04389
H -3.13459 -1.11622 1.21128
H -3.06301 1.40880 -2.03047
H -0.69843 -1.66520 0.90548
H -0.63243 0.97818 -2.46981
H 2.08998 -2.62173 2.73063
H 3.35943 1.15697 1.28422
H 2.98717 2.37709 -0.07544
H 3.80979 0.73065 -0.39896
H 0.71916 1.17337 0.52454
```

The electronic energy is -76883.2854 eV. The molar mass comes out at 213.14 g/mol. Its highest occupied orbital energy (spin up / spin down) is -8.311 / -6.325 eV. The gap between HOMO and LUMO (spin up / spin down) is 8.896 / 5.989 eV. The value obtained for the relative energy (zero: lowest compared OMol25 entry of this formula, charge and spin) is 100.4 kcal per mole.


ORCA calculation (wB97M-V/def2-TZVPD) on an isolated ion of composition C18H24NO and charge +1.

Geometry as XYZ:
```
44
C18H24NO | the OMol25 dataset | wB97M-V/def2-TZVPD
C 1.47297 -1.94459 -0.74837
C 0.96887 -2.97561 0.25636
C 1.42288 -2.73132 1.69774
C 2.93351 -2.63388 1.84794
N 0.81774 -1.45650 2.20503
C -0.58948 -1.50794 2.66185
C -1.14454 -0.08042 2.50378
O -0.75586 0.41366 1.24866
C -1.55876 0.20114 0.12522
C -2.70141 -0.57979 0.12450
C -3.41585 -0.75805 -1.05056
C -2.98091 -0.17480 -2.22518
C -1.82930 0.59123 -2.22404
C -1.10161 0.79705 -1.05773
C 0.12414 1.61723 -1.08939
C 0.33806 2.63580 -0.16478
C 1.48535 3.40593 -0.22560
C 2.43589 3.16719 -1.20443
C 2.22958 2.15869 -2.13116
C 1.08024 1.39164 -2.07787
H 2.55537 -1.96514 -0.82981
H 1.06526 -2.17950 -1.72720
H 1.15922 -0.92953 -0.50831
H -0.12191 -3.00968 0.21667
H 1.32556 -3.96241 -0.03892
H 1.04908 -3.54012 2.33423
H 3.21852 -2.58674 2.89682
H 3.40215 -3.51515 1.42027
H 3.32809 -1.76024 1.33605
H 1.41254 -1.07172 2.94612
H 0.80562 -0.75820 1.42658
H -0.65610 -1.85705 3.69146
H -1.13676 -2.19259 2.01170
H -2.22588 -0.05745 2.65362
H -0.68235 0.58668 3.23890
H -3.06509 -1.05099 1.02525
H -4.31204 -1.35792 -1.03642
H -3.53745 -0.31282 -3.13820
H -1.49026 1.06095 -3.13427
H -0.41016 2.84108 0.58561
H 1.63364 4.20230 0.48814
H 3.32892 3.77116 -1.25110
H 2.96183 1.97352 -2.90236
H 0.92194 0.60623 -2.80288
```

As for the total charge: +1. The electronic energy is -22587.2712 eV. The molar mass comes out at 270.40 g/mol. Its highest occupied orbital energy is -11.277 eV. The SMILES is CC[C@@H](C)[NH2+]CCOc1ccccc1-c1ccccc1. The gap between HOMO and LUMO is 8.660 eV. The value obtained for the relative energy (zero: lowest compared OMol25 entry of this formula, charge and spin) is 4.3 kcal per mole.


ORCA calculation (wB97M-V/def2-TZVPD) on a 2-piece molecular cluster, C5H12N2 overall.

Geometry as XYZ:
```
19
C5H12N2 | the OMol25 dataset | wB97M-V/def2-TZVPD
C 3.24794 0.01418 0.65923
C 2.18941 0.10347 -0.25135
N 2.27428 0.78295 -1.35470
H 4.23209 0.39689 0.42777
H 3.06754 -0.42839 1.62326
H 1.24550 -0.41359 -0.07841
H 3.07048 1.38242 -1.54346
H 1.48551 0.85159 -1.98786
C -2.63351 -0.53419 -1.15029
C -2.38591 -0.42847 0.34493
C -0.51235 0.19080 1.59491
N -0.95129 -0.50008 0.64961
H -3.70455 -0.56750 -1.33984
H -2.21038 0.32271 -1.67719
H -2.19760 -1.44997 -1.54857
H -2.84480 -1.27782 0.86131
H -2.80541 0.50633 0.71657
H -1.10123 0.91888 2.16342
H 0.53429 0.12980 1.89067
```

The spin multiplicity is 2. As for the total charge: +1. The electronic energy is -8350.6810 eV. The molar mass comes out at 100.16 g/mol. Its highest occupied orbital energy (spin up / spin down) is -13.336 / -13.334 eV. The gap between HOMO and LUMO (spin up / spin down) is 9.596 / 6.018 eV. The value obtained for the relative energy (zero: lowest compared OMol25 entry of this formula, charge and spin) is 43.5 kcal per mole.


ORCA calculation (wB97M-V/def2-TZVPD) on an isolated ion of composition C6H8N and charge +1 in a non-equilibrium geometry.

Geometry as XYZ:
```
15
C6H8N | the OMol25 dataset | wB97M-V/def2-TZVPD
C 1.01795 -1.65706 -0.00082
C 1.79694 -0.72137 -0.47949
C 1.73580 0.58958 0.25126
C 0.53328 1.10736 0.41783
N -0.66399 0.71656 -0.40596
C -1.29358 -0.69027 -0.11648
C -0.20803 -1.58698 0.52639
H 2.66930 -0.84526 -1.09968
H 2.66777 0.89769 0.49280
H 0.25829 1.89226 1.13762
H -0.26302 0.66340 -1.33059
H -1.37853 1.45297 -0.32526
H -1.71281 -1.13526 -1.00767
H -1.96373 -0.42801 0.62665
H -0.55166 -2.31093 1.27394
```

As for the total charge: +1. The electronic energy is -7830.8220 eV. The molar mass comes out at 94.14 g/mol. Its highest occupied orbital energy is -13.859 eV. The SMILES is C1=CC=C[NH2+]CC=1. The gap between HOMO and LUMO is 9.039 eV. The value obtained for the relative energy (zero: lowest compared OMol25 entry of this formula, charge and spin) is 112.2 kcal per mole.


ORCA calculation (wB97M-V/def2-TZVPD) on C18H14ClN3O4S in the gas phase in a non-equilibrium geometry.

Geometry as XYZ:
```
41
C18H14ClN3O4S | the OMol25 dataset | wB97M-V/def2-TZVPD
O -2.17243 -0.22380 1.80264
C -1.09079 -0.59607 1.41699
C -0.95468 -1.44296 0.15198
S 0.37298 -0.82013 -0.94556
C -0.27416 -1.33822 -2.45196
N -1.37718 -1.99386 -2.66099
N -1.46938 -2.16513 -3.98732
C -0.42801 -1.61621 -4.53401
C -0.10918 -1.56052 -5.94050
C -0.98747 -2.12967 -6.86288
C -0.68718 -2.07895 -8.20993
C 0.47707 -1.46925 -8.65074
C 1.34374 -0.90652 -7.72505
Cl 2.79599 -0.14618 -8.26876
C 1.06400 -0.94421 -6.37075
O 0.38804 -1.06280 -3.59133
N 0.09728 -0.36730 2.02818
C 0.35752 0.37048 3.19230
C 1.68698 0.50337 3.59083
C 2.00483 1.23115 4.71797
C 1.00635 1.83003 5.47550
C -0.33020 1.66464 5.09822
C -0.64876 0.94617 3.95338
O -1.35969 2.19062 5.83049
C -0.97488 2.61087 7.12034
C 0.33274 3.39820 7.05023
O 1.37069 2.57268 6.57045
H -0.71718 -2.47510 0.41457
H -1.88546 -1.41970 -0.41212
H -1.88754 -2.59912 -6.50089
H -1.36239 -2.51654 -8.92890
H 0.71394 -1.42848 -9.70215
H 1.74233 -0.50392 -5.65684
H 0.92718 -0.72894 1.57701
H 2.47344 0.04559 3.00942
H 3.02866 1.35568 5.03111
H -1.68367 0.84561 3.67624
H -1.79027 3.22702 7.50168
H -0.83547 1.73775 7.77270
H 0.64258 3.74420 8.03727
H 0.19959 4.25953 6.38118
```

The electronic energy is -54910.6425 eV. The molar mass comes out at 403.85 g/mol. Its highest occupied orbital energy is -8.112 eV. The SMILES is O=C(CSc1nnc(-c2cccc(Cl)c2)o1)Nc1ccc2c(c1)OCCO2. The gap between HOMO and LUMO is 8.182 eV. The value obtained for the relative energy (zero: lowest compared OMol25 entry of this formula, charge and spin) is 0.0 kcal per mole.